8
Properties=species:S:1:pos:R:3 method="wB97M-V/def2-TZVPD" total_energy_ev=-18964.0712 fmax_ha_per_bohr=0.090 total_charge=0 gap_ev="5.0 / 6.2" e_lumo_ha="-0.022 / -0.120" spin_multiplicity=4 s2=3.773
P 1.3080 1.7338 -0.4211
O 0.3851 1.2963 -1.5928
C -0.0900 -1.2562 0.3444
H 0.6558 -1.6656 1.0405
H -0.7974 -2.0224 0.0175
C -0.5095 0.0398 0.4808
O 0.6389 0.8547 0.7846
Pd -1.5910 1.0196 -0.6538